Below is a 3-piece molecular cluster, C26H48BFN8O6P2 overall, with properties calculated with the ωB97M-V functional and the def2-TZVPD basis.

```
! RIJCOSX wB97M-V def2-TZVPD def2/J DEFGRID3
* xyz 0 1
N -3.766 -4.950 -5.588
C -2.809 -4.469 -6.259
C -2.476 -2.979 -6.416
C -1.801 -2.359 -5.196
C -2.476 -1.330 -4.559
C -1.961 -0.726 -3.416
C -2.741 0.394 -2.711
C -2.141 1.740 -3.156
O -1.944 2.668 -2.434
F -1.844 1.785 -4.488
C -0.749 -1.174 -2.927
C -0.035 -2.196 -3.576
C -0.555 -2.783 -4.711
B 0.260 -3.946 -5.471
N 0.909 -3.562 -6.700
O 0.358 -5.233 -4.942
C 1.277 -2.614 -2.950
O 2.266 -2.930 -3.569
C 1.294 -2.570 -1.431
C 0.637 -1.598 -0.822
C -0.156 -0.582 -1.656
O -0.277 0.575 -1.354
H -4.262 -4.161 -5.154
H -2.187 -5.191 -6.812
H -3.426 -2.452 -6.589
H -1.825 -2.835 -7.289
H -3.445 -0.998 -4.936
H -3.795 0.367 -3.017
H -2.658 0.275 -1.627
H 0.485 -2.711 -7.049
H 0.824 -4.326 -7.365
H 1.261 -5.291 -4.596
H 1.835 -3.323 -0.856
H 0.620 -1.526 0.267
O 2.570 0.032 3.289
P 3.777 0.802 2.792
N 3.483 0.547 1.113
C 4.193 -0.216 0.114
C 2.426 1.362 0.528
N 4.932 -0.283 3.505
C 5.947 -1.018 2.780
C 4.435 -1.154 4.569
N 5.021 1.945 2.486
C 5.677 2.280 1.241
C 5.843 2.317 3.645
H 4.647 0.430 -0.651
H 3.508 -0.890 -0.414
H 4.986 -0.840 0.509
H 2.743 2.413 0.447
H 1.523 1.324 1.145
H 2.134 1.022 -0.464
H 5.529 -1.885 2.254
H 6.702 -1.399 3.475
H 6.500 -0.390 2.081
H 3.880 -2.010 4.164
H 3.783 -0.617 5.253
H 5.263 -1.545 5.168
H 6.339 1.483 0.893
H 6.292 3.175 1.359
H 4.967 2.539 0.456
H 6.667 1.615 3.797
H 5.241 2.340 4.553
H 6.270 3.316 3.530
O -2.177 0.175 1.428
P -3.224 1.222 1.764
N -2.125 2.528 1.993
C -1.742 3.277 3.165
C -1.587 3.106 0.769
N -3.738 0.437 3.225
C -3.705 1.026 4.547
C -3.381 -0.975 3.365
N -4.594 2.255 1.821
C -4.681 3.648 2.201
C -5.894 1.583 1.940
H -2.078 4.323 3.111
H -0.650 3.303 3.264
H -2.121 2.873 4.096
H -2.358 3.671 0.226
H -1.217 2.322 0.105
H -0.751 3.780 0.961
H -2.692 1.038 4.966
H -4.328 0.443 5.232
H -4.128 2.032 4.568
H -2.333 -1.098 3.666
H -3.537 -1.520 2.437
H -4.006 -1.459 4.121
H -4.539 3.796 3.274
H -5.664 4.055 1.952
H -3.980 4.272 1.647
H -6.143 1.367 2.983
H -5.895 0.644 1.387
H -6.701 2.191 1.523
*
```

orbital gap = 7.03 eV
calculated total energy = -2716.3548 hartree
LUMO level = -0.027 Eh